Molecular formula: C5H10O2
Method: DFT, the ωB97M-V functional and the def2-TZVPD basis

* Kohn-Sham gap: 10.63 eV
* E_HOMO: -9.751 eV
* calculated total energy: -9440.4717 eV
* energy relative to the best compared isomer or geometry (same formula, charge and spin): 248.1 kJ/mol
* SMILES: OC[C@H]1CCOC1

Last column: Mulliken charge in e.
Geometry (Å):
O 2.20667 -0.37539 1.35595  -0.52
C 1.76973 -0.69749 0.04086  -0.61
C 0.30498 -0.31282 -0.06113  0.14
C -0.19043 1.12308 -0.17627  -0.52
C -1.68371 0.86746 0.18476  -0.51
O -1.87644 -0.55457 0.19209  -0.42
C -0.84161 -1.03880 -0.73369  -0.53
H 2.06126 0.56931 1.49231  0.31
H 2.45025 -0.26355 -0.70402  0.26
H 1.85288 -1.78777 -0.01660  0.29
H -0.05998 -0.59924 0.93526  0.33
H 0.32216 1.79984 0.51513  0.30
H -0.10343 1.54639 -1.18597  0.25
H -2.37323 1.28041 -0.55862  0.34
H -1.92480 1.28038 1.17009  0.32
H -1.17292 -0.70545 -1.72732  0.25
H -0.74136 -2.13176 -0.72285  0.33